1.
The following is a DFT calculation (the ωB97M-V functional and the def2-TZVPD basis) of an isolated ion of composition C11H17O3S and charge -1 in a non-equilibrium geometry.

XYZ file:
```
32
Properties=species:S:1:pos:R:3:forces:R:3:nbo_charge:R:1
C 1.656 -0.304 -0.237 2.0 -0.5 -1.1 -0.130
C -0.056 -0.068 2.748 -1.4 -3.0 -1.0 -0.458
C 1.549 -0.767 0.986 -0.8 0.3 0.4 -0.081
C 0.258 -0.842 1.637 -3.4 0.4 3.6 0.087
C 0.636 0.058 -1.270 0.7 0.9 0.9 -0.307
C -0.654 0.452 -0.693 -2.5 -2.2 -1.6 -0.548
C 2.576 -1.379 1.877 2.0 3.8 0.2 -0.612
C -0.563 -2.140 1.289 0.2 2.9 1.7 -0.633
C 1.181 1.143 -2.150 0.3 3.0 2.7 -0.615
C -2.127 2.396 -0.360 -0.2 -0.1 -1.0 -0.574
C -0.977 1.713 -0.232 0.2 1.5 0.6 -0.191
O -3.283 -0.260 -0.950 2.3 0.3 -1.7 -0.960
O -2.077 0.693 -3.077 -0.1 -1.6 0.9 -0.920
O -1.607 -1.610 -2.155 0.3 0.5 -0.4 -0.966
S -1.962 -0.303 -1.652 -1.3 0.7 1.9 2.256
H 2.694 -0.248 -0.571 0.1 -0.1 -0.4 0.169
H -0.900 -0.329 3.479 0.9 0.2 -1.6 0.181
H 0.435 -0.721 -1.940 0.1 -1.9 -0.5 0.246
H 2.388 -2.342 2.099 -1.5 -3.2 1.3 0.205
H 2.834 -0.775 2.790 -1.0 -0.6 -0.5 0.207
H 3.551 -1.493 1.482 1.2 0.3 -1.4 0.198
H -1.166 -2.024 0.431 -0.1 0.0 -1.3 0.248
H -1.226 -2.472 2.063 -0.3 0.1 0.8 0.196
H 0.231 -2.788 1.245 1.4 -2.4 -0.9 0.188
H 1.402 1.963 -1.376 -0.1 -0.6 -1.0 0.180
H 0.354 1.630 -2.684 0.8 -0.6 -0.9 0.243
H 2.182 0.943 -2.502 -0.1 -0.2 -1.2 0.198
H 0.475 0.764 3.101 1.1 1.0 0.0 0.178
H -2.847 2.040 -1.128 -0.1 0.8 1.5 0.161
H -2.187 3.294 0.224 -0.6 0.5 -0.3 0.185
H -0.216 2.315 0.284 0.1 -0.8 0.3 0.192
H -2.555 1.460 -2.758 -0.1 0.4 0.0 0.475
```
Forces are in eV/Å.

Calculated values
LUMO level, eV: 3.2575
Maximum force, eV/Å: 5.0
Structure (SMILES): C=CC([C@@H](C)/C=C(/C)C(=C)C)=[S@](=O)([O-])O
Charge: -1
Energy above the lowest of the compared OMol25 structures with the same formula, charge and spin, eV: 6.199



2.
The following is a DFT calculation (the ωB97M-V functional and the def2-TZVPD basis) of a 2-piece molecular cluster, CH6N2O2 overall in a non-equilibrium geometry.

XYZ file:
```
11
Properties=species:S:1:pos:R:3:forces:R:3:nbo_charge:R:1
C -1.550 0.611 -0.269 -3.3 2.3 -0.4 -0.254
N 2.244 -1.325 0.244 0.9 1.8 0.0 -0.482
N 1.829 -0.160 -0.081 -4.1 -2.5 -1.0 0.209
O -0.924 -0.306 0.482 2.0 -3.1 1.5 -0.749
O 2.365 0.910 -0.062 2.2 1.3 0.5 -0.422
H -2.675 0.589 0.071 1.9 1.0 -0.9 0.171
H -1.548 0.380 -1.350 0.2 -0.4 0.6 0.186
H -1.013 1.581 -0.179 -0.9 0.0 0.0 0.170
H 1.514 -2.018 0.112 -0.5 0.5 -0.2 0.335
H -1.031 -0.232 1.444 -0.2 0.4 -0.7 0.493
H 0.789 -0.029 -0.414 1.8 -1.2 0.8 0.343
```
Forces are in eV/Å.

Calculated values
LUMO level, eV: 0.5169
Maximum force, eV/Å: 4.9
Structure (SMILES): [H]/N=[NH+]/[O-].CO
Charge: 0
Energy above the lowest of the compared OMol25 structures with the same formula, charge and spin, eV: 5.219



3.
The following is a DFT calculation (the ωB97M-V functional and the def2-TZVPD basis) of C30H38BrCl2HgN3O3S2 as an isolated structure.

XYZ file:
```
80
Properties=species:S:1:pos:R:3:forces:R:3:lowdin_spin:R:1
Hg 1.040 1.914 -0.318 -0.1 -0.2 0.1 0.008
C -1.848 2.505 -2.822 0.0 0.0 0.0 0.002
O -0.519 2.949 -2.604 0.0 0.0 0.0 0.003
C 0.210 3.004 -3.815 0.0 -0.1 0.0 0.000
C 1.668 3.197 -3.484 0.1 0.0 0.0 0.000
O 2.210 2.090 -2.769 0.0 -0.1 0.0 0.001
C 2.486 0.953 -3.592 0.0 0.1 0.0 0.000
C 1.799 -0.295 -3.089 0.0 0.0 0.0 0.003
O 0.426 -0.026 -2.900 0.0 0.0 0.0 0.000
C -0.298 -1.191 -2.558 0.0 0.0 0.0 0.002
H -2.374 3.176 -3.509 0.0 0.0 0.0 0.000
H -1.847 1.494 -3.242 0.0 0.0 0.0 0.000
H -2.353 2.489 -1.860 0.0 0.0 0.0 0.002
H 0.067 2.071 -4.369 0.0 0.0 0.0 0.000
H -0.147 3.832 -4.439 0.0 0.0 0.0 0.000
H 2.245 3.372 -4.397 0.0 0.0 0.0 0.000
H 1.799 4.066 -2.839 0.0 0.0 0.0 0.000
H 2.175 1.164 -4.618 0.0 0.0 0.0 0.000
H 3.566 0.786 -3.596 0.0 0.0 0.0 0.000
H 1.941 -1.087 -3.836 0.0 0.0 0.0 0.000
H 2.246 -0.633 -2.149 0.0 0.0 0.0 0.002
H -0.269 -1.926 -3.370 0.0 0.0 0.0 0.000
H 0.101 -1.651 -1.648 0.0 0.0 0.0 0.001
H -1.331 -0.893 -2.380 0.0 0.0 0.0 0.000
S -1.207 1.375 0.669 0.0 0.0 -0.1 0.077
C -0.963 -0.341 0.829 0.0 0.0 0.0 0.190
N -2.075 -1.121 0.881 0.0 0.0 0.0 0.159
C -1.963 -2.563 1.021 0.0 0.0 0.0 0.011
C -0.799 -2.875 1.917 0.0 0.0 0.0 0.011
N 0.389 -2.262 1.351 0.0 0.0 0.0 0.162
C 1.628 -3.019 1.547 0.0 0.0 0.0 0.014
C 1.605 -4.318 0.781 0.0 0.0 0.0 0.006
C 1.621 -4.292 -0.612 0.0 0.0 0.0 0.001
C 1.583 -5.472 -1.336 0.0 0.0 0.0 0.000
C 1.532 -6.693 -0.673 0.0 0.0 0.0 0.001
C 1.524 -6.727 0.712 0.0 0.0 0.0 0.001
C 1.559 -5.541 1.436 0.0 0.0 0.0 0.001
C 0.323 -0.967 0.930 0.0 -0.1 0.0 0.215
S 1.846 -0.221 0.520 0.0 0.1 0.0 0.075
C -3.449 -0.616 0.863 0.0 0.0 0.0 0.013
C -4.093 -0.708 2.225 0.0 0.0 0.0 0.008
C -5.194 -1.529 2.434 0.0 0.0 0.0 0.001
C -5.771 -1.628 3.694 0.0 0.0 0.0 0.000
C -5.244 -0.909 4.754 0.0 0.0 0.0 0.000
C -4.141 -0.087 4.553 0.0 0.0 0.0 0.000
C -3.569 0.014 3.295 0.0 0.0 0.0 0.001
H -1.826 -3.032 0.040 0.0 0.0 0.0 0.004
H -2.888 -2.935 1.459 0.0 0.0 0.0 0.001
H -0.639 -3.950 1.973 0.0 0.0 0.0 0.000
H -0.983 -2.491 2.927 0.0 0.0 0.0 0.004
H 1.756 -3.207 2.618 0.0 0.0 0.0 0.006
H 2.464 -2.410 1.221 0.0 0.0 0.0 0.000
H 1.672 -3.337 -1.125 0.0 0.0 0.0 0.000
H 1.602 -5.444 -2.418 0.0 0.0 0.0 0.000
H 1.505 -7.615 -1.238 0.0 0.0 0.0 0.000
H 1.490 -7.675 1.232 0.0 0.0 0.0 0.000
H 1.556 -5.569 2.520 0.0 0.0 0.0 0.000
H -4.012 -1.219 0.145 0.0 0.0 0.0 0.004
H -3.435 0.406 0.496 0.0 0.0 0.0 0.000
H -5.610 -2.089 1.604 0.0 0.0 0.0 0.000
H -6.631 -2.269 3.844 0.0 0.0 0.0 0.000
H -5.691 -0.984 5.737 0.0 0.0 0.0 0.000
H -3.733 0.481 5.379 0.0 0.0 0.0 0.000
H -2.712 0.661 3.138 0.0 0.0 0.0 0.001
Cl 2.352 2.431 3.052 0.0 0.1 0.0 0.002
C 3.992 1.786 2.906 0.0 0.0 0.0 0.001
Cl 4.592 1.794 1.237 0.0 0.0 0.0 0.002
H 3.987 0.761 3.254 0.0 0.0 0.0 0.000
H 4.654 2.409 3.493 0.0 0.0 0.0 0.000
Br 4.515 6.585 0.685 0.0 0.0 0.0 0.000
C 2.808 5.967 0.206 0.0 0.0 0.0 0.000
C 1.757 6.843 -0.004 0.0 0.0 0.0 0.000
C 0.522 6.315 -0.348 0.0 0.0 0.0 0.000
C 0.380 4.948 -0.473 0.0 0.0 0.1 0.000
N 1.407 4.111 -0.272 0.0 0.2 0.0 0.000
C 2.601 4.606 0.066 0.1 -0.1 0.0 0.000
H 1.901 7.909 0.100 0.0 0.0 0.0 0.000
H -0.330 6.958 -0.517 0.0 0.0 0.0 0.000
H -0.559 4.496 -0.753 0.0 0.0 0.0 0.000
H 3.403 3.899 0.231 0.0 0.0 0.0 0.000
```
Forces are in eV/Å.

Calculated values
LUMO level (alpha / beta), eV: -2.4424 / -2.9568
Maximum force, eV/Å: 0.2
Charge: +1
Spin multiplicity: 2
Energy above the lowest of the compared OMol25 structures with the same formula, charge and spin, eV: 0.182



4.
The following is a DFT calculation (the ωB97M-V functional and the def2-TZVPD basis) of C10H17NORu as an isolated structure in a non-equilibrium geometry.

XYZ file:
```
30
Properties=species:S:1:pos:R:3:forces:R:3:lowdin_spin:R:1
C -1.139 1.020 -2.660 0.3 1.0 -1.2 0.052
C 0.261 0.848 -2.939 -0.4 1.1 -0.8 0.100
C 0.999 1.634 -1.999 -0.5 0.3 0.0 0.058
C 0.072 2.315 -1.158 0.0 1.4 -1.2 0.151
C -1.252 1.943 -1.556 0.4 0.6 -0.4 0.055
Ru -0.357 0.038 -0.920 4.9 1.5 -0.1 2.206
N -1.744 -0.577 -0.170 -6.3 -1.9 3.1 1.052
C -0.344 -2.344 -0.801 0.1 -3.2 -0.2 0.551
C 0.670 -1.725 -1.617 -0.2 0.0 0.0 0.259
H 2.084 1.729 -1.962 -0.4 -0.2 0.1 0.003
H 0.678 0.237 -3.734 -0.1 0.1 0.3 0.006
H 0.320 3.049 -0.396 -0.1 -0.5 0.0 0.013
H -2.180 2.358 -1.168 0.3 -0.3 0.0 0.006
H -1.962 0.612 -3.240 0.2 0.0 0.2 0.005
H 0.591 -1.859 -2.693 0.2 0.0 0.0 0.024
H -1.194 -2.821 -1.292 0.2 0.1 0.2 0.052
H -2.620 -0.972 0.186 0.7 0.0 -0.4 0.066
H 1.682 -1.699 -1.236 0.3 -0.1 0.0 0.031
H -0.102 -2.683 0.199 -0.1 0.0 0.0 0.053
C 1.782 -0.089 2.760 -0.5 0.1 0.5 0.009
C 0.428 -0.201 2.036 0.1 -0.4 -0.2 0.019
C -0.728 -0.064 3.037 0.3 0.6 0.2 0.010
O 0.379 0.699 0.994 0.4 0.6 0.2 0.206
H 1.872 0.891 3.264 0.0 -0.3 -0.2 0.000
H 2.593 -0.196 2.053 0.2 0.0 -0.2 0.000
H 1.876 -0.873 3.524 0.0 0.1 0.0 0.002
H 0.371 -1.217 1.607 0.0 -0.1 0.4 0.002
H -0.677 0.924 3.545 0.0 -0.4 -0.3 0.000
H -1.685 -0.141 2.530 -0.1 0.0 -0.1 0.006
H -0.671 -0.837 3.807 0.0 -0.1 0.1 0.001
```
Forces are in eV/Å.

Calculated values
LUMO level (alpha / beta), eV: 3.8614 / 3.6914
Maximum force, eV/Å: 7.3
Charge: -1
Spin multiplicity: 6



5.
The following is a DFT calculation (the ωB97M-V functional and the def2-TZVPD basis) of a 2-piece molecular cluster, C3H10O2 overall in a non-equilibrium geometry.

XYZ file:
```
15
Properties=species:S:1:pos:R:3:forces:R:3:nbo_charge:R:1
C 0.334 0.298 2.212 -0.6 1.0 0.2 -0.641
C 0.445 -0.309 0.818 -0.5 -0.8 0.9 0.100
C -0.894 -0.348 0.085 1.6 -0.6 -1.3 -0.628
O 1.407 0.246 -0.062 0.0 0.4 0.3 -0.719
H 1.247 0.704 2.654 0.2 -0.5 -0.1 0.212
H -0.364 1.145 2.266 0.1 0.0 -0.4 0.207
H -0.115 -0.445 2.873 0.3 -0.1 0.1 0.214
H 0.725 -1.355 1.007 0.0 -0.1 -0.2 0.142
H -1.635 -1.020 0.501 -0.2 0.4 0.4 0.221
H -1.228 0.639 -0.218 -0.4 0.2 0.4 0.217
H -0.571 -0.835 -0.844 -0.5 0.0 -0.2 0.206
H 2.262 0.174 0.378 0.0 0.1 -0.1 0.469
H -0.453 0.309 -3.116 -0.1 0.2 0.0 0.470
H -0.434 0.073 -4.610 -0.3 0.6 0.4 0.465
O -0.726 0.725 -3.944 0.3 -0.8 -0.4 -0.935
```
Forces are in eV/Å.

Calculated values
LUMO level, eV: 0.7999
Maximum force, eV/Å: 2.1
Structure (SMILES): CC(C)O.O
Charge: 0
Energy above the lowest of the compared OMol25 structures with the same formula, charge and spin, eV: 0.349



6.
The following is a DFT calculation (the ωB97M-V functional and the def2-TZVPD basis) of C15H16AsCl3CoN5O5S2Se as an isolated structure in a non-equilibrium geometry.

XYZ file:
```
49
Properties=species:S:1:pos:R:3:forces:R:3:nbo_charge:R:1
Co 0.794 0.870 -0.018 1.9 -1.5 1.9 1.161
O 6.044 0.479 2.953 0.0 -0.2 0.0 -0.473
C 5.035 0.280 2.338 0.1 0.1 0.1 0.400
C 4.869 0.261 0.823 0.0 -0.2 -0.4 0.385
O 5.719 0.008 -0.003 0.0 0.2 0.0 -0.540
C 3.444 0.510 0.624 0.2 0.1 0.1 0.190
C 2.742 0.385 1.795 0.0 0.1 -0.1 0.224
O 1.456 0.500 1.774 -0.9 0.0 -0.3 -0.660
C 3.638 0.057 2.912 -0.3 -0.2 0.3 0.392
O 3.370 -0.359 4.014 0.0 0.2 0.0 -0.515
O 2.805 0.751 -0.484 -1.3 0.6 -0.7 -0.731
Se -0.202 0.393 -4.498 -0.1 -0.1 -0.4 -0.144
C -0.039 0.889 -2.831 0.0 0.2 0.4 0.147
N -0.006 1.210 -1.702 0.4 0.0 -0.4 -0.707
Cl -1.214 5.219 -0.828 0.0 -0.1 0.0 0.088
C 0.536 5.176 -0.562 0.0 0.4 0.0 -0.224
Cl 1.391 5.483 -2.071 0.0 -0.1 0.0 0.113
Cl 0.983 6.367 0.666 0.1 -0.1 0.0 0.101
C 0.884 3.841 -0.079 0.1 0.3 0.1 0.388
N 1.117 2.786 0.279 -0.6 -0.2 -0.4 -0.272
C -1.743 -3.396 2.069 0.1 0.0 0.0 -0.595
C -0.864 -4.065 1.016 0.0 0.1 0.1 -0.450
C -0.004 -3.075 0.297 0.3 -0.1 -0.2 0.078
N -0.141 -1.808 0.358 0.1 -0.1 0.2 -0.256
N 0.779 -1.114 -0.379 -0.4 0.6 0.4 -0.380
C 1.633 -1.887 -1.028 -0.2 0.0 -0.1 0.292
N 2.578 -1.461 -1.862 0.0 0.0 -0.1 -0.769
S 1.328 -3.569 -0.736 -0.1 0.1 0.1 0.363
H -2.270 -4.153 2.648 0.0 0.0 0.0 0.217
H -2.475 -2.735 1.604 0.0 0.0 0.0 0.201
H -1.140 -2.791 2.744 0.0 0.0 0.0 0.234
H -1.476 -4.603 0.287 0.0 0.0 0.0 0.224
H -0.211 -4.805 1.484 0.0 0.0 0.0 0.230
H 2.860 -0.484 -1.761 0.0 0.0 0.1 0.460
H 3.247 -2.110 -2.236 0.0 0.0 0.0 0.410
C -4.368 0.348 0.634 0.1 0.0 0.1 -0.966
As -2.726 0.591 -0.351 -0.6 0.1 -0.2 1.469
C -3.162 2.002 -1.589 0.1 0.1 0.0 -0.965
C -2.564 -0.969 -1.466 0.2 -0.1 0.0 -0.966
S -1.297 1.025 1.155 0.8 0.0 -0.6 -0.422
H -5.204 0.162 -0.037 0.0 0.0 0.0 0.240
H -4.549 1.251 1.214 0.0 0.0 0.0 0.251
H -4.245 -0.481 1.328 0.0 0.0 0.0 0.252
H -3.946 1.640 -2.253 0.0 0.0 0.0 0.243
H -2.282 2.267 -2.169 0.0 0.0 0.0 0.269
H -3.514 2.870 -1.035 0.0 0.0 0.0 0.242
H -3.522 -1.130 -1.959 0.0 0.1 0.0 0.242
H -2.295 -1.832 -0.864 0.0 0.0 0.1 0.254
H -1.796 -0.795 -2.217 0.0 0.0 0.0 0.274
```
Forces are in eV/Å.

Calculated values
LUMO level, eV: -1.4005
Maximum force, eV/Å: 3.1
Charge: 0
Energy above the lowest of the compared OMol25 structures with the same formula, charge and spin, eV: 1.123